Entry 1:
{
  "formula": "C37H104NO44P11",
  "method": "the ωB97M-V functional and the def2-TZVPD basis",
  "charge": 0,
  "spin_multiplicity": 1,
  "smiles": "COP(=O)(OC)OC.COP(=O)(OC)OC.COP(=O)(OC)OC.COP(=O)(OC)OC.COP(=O)(OC)OC.COP(=O)(OC)OC.COP(=O)(OC)OC.COP(=O)(OC)OC.COP(=O)(OC)OC.COP(=O)(OC)OC.COP(=O)(OC)OC.c1cc[nH]c1",
  "symbols": ["C", "O", "P", "O", "O", "C", "O", "C", "H", "H", "H", "H", "H", "H", "H", "H", "H", "C", "O", "P", "O", "O", "C", "O", "C", "H", "H", "H", "H", "H", "H", "H", "H", "H", "C", "O", "P", "O", "O", "C", "O", "C", "H", "H", "H", "H", "H", "H", "H", "H", "H", "C", "O", "P", "O", "O", "C", "O", "C", "H", "H", "H", "H", "H", "H", "H", "H", "H", "C", "O", "P", "O", "O", "C", "O", "C", "H", "H", "H", "H", "H", "H", "H", "H", "H", "C", "O", "P", "O", "O", "C", "O", "C", "H", "H", "H", "H", "H", "H", "H", "H", "H", "C", "O", "P", "O", "O", "C", "O", "C", "H", "H", "H", "H", "H", "H", "H", "H", "H", "C", "O", "P", "O", "O", "C", "O", "C", "H", "H", "H", "H", "H", "H", "H", "H", "H", "C", "O", "P", "O", "O", "C", "O", "C", "H", "H", "H", "H", "H", "H", "H", "H", "H", "C", "O", "P", "O", "O", "C", "O", "C", "H", "H", "H", "H", "H", "H", "H", "H", "H", "C", "O", "P", "O", "O", "C", "O", "C", "H", "H", "H", "H", "H", "H", "H", "H", "H", "C", "C", "C", "N", "C", "H", "H", "H", "H", "H"],
  "coordinates": [[5.1798, -6.0483, -4.0590], [6.3981, -6.2438, -4.7284], [6.5569, -7.1425, -6.0904], [6.6512, -8.6005, -5.8631], [5.3173, -6.7013, -7.0351], [4.9386, -7.5211, -8.1026], [7.8832, -6.4817, -6.7939], [8.7744, -7.1181, -7.6964], [4.4147, -6.6381, -4.5638], [4.8826, -5.0000, -4.0283], [5.2813, -6.3603, -3.0195], [4.7348, -7.0541, -9.0661], [4.1199, -8.1856, -7.8264], [5.7433, -8.2075, -8.3663], [9.0092, -6.5682, -8.6077], [8.2651, -7.9992, -8.0869], [9.6826, -7.3985, -7.1629], [-10.3196, 1.8772, 0.8623], [-9.7396, 2.1646, -0.3607], [-9.3510, 3.6643, -0.8506], [-8.5385, 4.4007, 0.1593], [-10.7050, 4.3195, -1.2881], [-10.9596, 5.6853, -1.2286], [-8.5850, 3.3995, -2.3009], [-9.0895, 2.5751, -3.3528], [-10.5015, 0.8028, 0.8378], [-11.2350, 2.4651, 0.9291], [-9.7336, 2.1917, 1.7259], [-11.4830, 6.0273, -2.1215], [-10.0871, 6.3224, -1.0839], [-11.6197, 5.7381, -0.3629], [-9.9774, 2.0474, -3.0046], [-8.3415, 1.8760, -3.7268], [-9.2740, 3.1654, -4.2503], [5.2237, 7.1611, -1.8827], [4.5080, 6.4373, -0.8668], [5.2703, 5.8620, 0.4330], [6.1458, 6.7589, 1.2450], [5.9593, 4.5488, -0.2383], [6.7279, 3.5666, 0.5299], [3.9780, 5.2410, 1.1455], [3.1307, 6.0218, 1.8619], [6.2101, 7.4041, -1.4876], [4.6380, 8.0761, -1.9718], [5.2746, 6.6761, -2.8575], [7.7746, 3.8669, 0.5784], [6.7053, 2.5268, 0.2036], [6.4382, 3.5240, 1.5798], [2.8941, 5.5783, 2.8291], [2.1892, 6.1203, 1.3216], [3.4682, 7.0544, 1.9508], [-1.2469, 9.3809, 5.1776], [-1.7154, 8.3392, 6.0771], [-3.3100, 8.1595, 6.2086], [-4.1042, 9.3469, 6.5443], [-3.6349, 7.3807, 4.7976], [-3.0878, 6.0934, 4.5186], [-3.4813, 7.0206, 7.2797], [-2.9429, 7.3098, 8.5761], [-0.6730, 8.9462, 4.3592], [-0.7707, 10.1235, 5.8177], [-2.0589, 9.8831, 4.6517], [-2.6232, 6.0450, 3.5338], [-3.8105, 5.2785, 4.5604], [-2.3207, 5.8336, 5.2481], [-2.2578, 8.1551, 8.6417], [-2.4775, 6.3739, 8.8849], [-3.7546, 7.5492, 9.2631], [-4.0780, -2.4502, 4.5266], [-4.7667, -1.3551, 5.0749], [-6.0812, -1.5995, 6.0050], [-5.9682, -2.7732, 6.9333], [-6.2192, -0.1314, 6.6906], [-5.0814, 0.2420, 7.4543], [-7.3144, -1.6457, 4.9236], [-8.5237, -2.2196, 5.3750], [-4.5441, -3.4151, 4.7259], [-3.1596, -2.4175, 5.1128], [-3.9787, -2.2300, 3.4637], [-5.2533, 1.1654, 8.0073], [-4.2513, 0.3777, 6.7611], [-4.7661, -0.5281, 8.1584], [-8.5568, -2.5111, 6.4247], [-8.7306, -3.1125, 4.7849], [-9.3625, -1.5377, 5.2353], [-0.1578, -11.8709, 7.8587], [-0.5764, -11.2892, 6.6173], [-0.6973, -9.6403, 6.5923], [0.2844, -8.9371, 7.5198], [-0.5245, -9.3015, 5.0048], [-0.5547, -7.9633, 4.4993], [-2.2287, -9.3498, 6.9024], [-2.6315, -9.1221, 8.2451], [0.9292, -11.9335, 7.9108], [-0.5259, -12.8932, 7.9450], [-0.5117, -11.3079, 8.7224], [-1.2649, -7.3177, 5.0160], [-0.7579, -7.9729, 3.4285], [0.4309, -7.5152, 4.6253], [-3.5830, -9.6103, 8.4558], [-2.6371, -8.0543, 8.4639], [-2.0382, -9.6481, 8.9931], [0.2660, 2.0462, -0.9373], [-0.8682, 1.1893, -1.1647], [-1.4724, 0.3467, 0.0912], [-1.2838, 1.1019, 1.3161], [-0.8029, -1.0865, 0.0327], [0.3787, -1.4347, 0.6971], [-2.9944, 0.1712, -0.3803], [-4.1683, 0.6346, 0.2987], [1.1090, 1.7949, -1.5809], [0.6336, 2.1407, 0.0844], [-0.0932, 3.0088, -1.3014], [1.1468, -1.6511, -0.0453], [0.2862, -2.3496, 1.2823], [0.8756, -0.7329, 1.3670], [-4.6300, -0.1019, 0.9563], [-4.9127, 0.8618, -0.4643], [-3.9961, 1.5661, 0.8381], [-2.1649, -2.9853, -4.7198], [-1.3071, -3.7713, -5.5919], [0.0483, -3.1655, -6.3376], [1.0006, -2.4387, -5.4484], [0.6456, -4.4357, -7.2155], [-0.0979, -5.0675, -8.1811], [-0.6379, -2.1986, -7.5644], [0.1148, -1.3758, -8.4430], [-1.9173, -1.9239, -4.7194], [-2.0859, -3.2451, -3.6642], [-3.2343, -3.1180, -4.8838], [0.1537, -6.1263, -8.1200], [0.2363, -4.8369, -9.1927], [-1.1800, -4.9371, -8.1679], [-0.5110, -0.4846, -8.4909], [0.1014, -1.8617, -9.4186], [1.0711, -1.1069, -7.9945], [-0.2978, 8.3415, -7.4543], [-0.3833, 6.9443, -7.4977], [0.9141, 5.9681, -7.7203], [2.0693, 6.2315, -6.8119], [0.3436, 4.4197, -7.7161], [0.1279, 3.7886, -6.4843], [1.3028, 6.1685, -9.2925], [0.2922, 6.1576, -10.3561], [-0.9672, 8.7066, -8.2332], [0.6913, 8.7629, -7.6336], [-0.5312, 8.5305, -6.4065], [-0.8061, 3.2269, -6.4711], [0.1626, 4.4990, -5.6584], [0.9975, 3.1532, -6.3164], [-0.7251, 6.1176, -9.9667], [0.4325, 5.3479, -11.0722], [0.4001, 6.9903, -11.0511], [0.2062, -3.4634, 9.0829], [0.4174, -2.2878, 9.8607], [1.1089, -1.0503, 9.1209], [2.4338, -1.3304, 8.5648], [1.1165, 0.1335, 10.2262], [2.2324, 0.2073, 11.1170], [-0.0398, -0.6398, 8.0026], [0.3482, 0.1556, 6.8590], [0.1886, -3.2170, 8.0213], [-0.7666, -3.9394, 9.2069], [1.0080, -4.1932, 9.1951], [1.9211, 0.8975, 11.9011], [3.0791, 0.6556, 10.5970], [2.5073, -0.7472, 11.5657], [-0.2968, 1.0044, 6.6317], [0.3423, -0.4764, 5.9709], [1.3465, 0.5714, 6.9950], [5.6039, 1.9094, -5.6479], [6.7753, 1.7574, -6.4683], [6.5542, 1.2908, -8.0020], [7.8288, 1.1515, -8.7900], [5.4850, 2.3697, -8.6705], [4.7667, 2.0428, -9.8830], [5.7456, -0.1166, -7.7666], [6.4942, -1.1212, -7.1087], [4.7128, 1.8294, -6.2706], [5.6678, 2.8956, -5.1882], [5.5328, 1.2211, -4.8057], [4.7764, 2.7573, -10.7060], [3.7059, 1.9988, -9.6362], [4.8090, 1.0125, -10.2363], [7.5176, -1.2316, -7.4670], [6.0246, -2.0963, -7.2383], [6.4985, -0.9011, -6.0412], [4.5802, -4.3695, 2.8648], [5.2770, -3.1889, 2.5031], [5.1320, -2.2879, 3.6234], [4.4924, -2.9601, 4.6121], [4.2104, -4.2261, 4.1506], [4.4923, -5.2433, 2.2362], [5.8005, -3.0346, 1.5711], [5.5938, -1.3250, 3.7842], [4.4059, -2.5473, 5.5298], [3.7528, -4.8768, 4.8811]],
  "forces_ev_per_angstrom": [[-1.0, -0.3, 0.2], [1.5, -0.5, -2.6], [0.9, 0.2, 0.4], [-0.1, 1.1, -0.4], [0.6, 1.0, 1.2], [0.4, -2.1, -0.9], [-1.7, 0.7, 1.2], [-0.5, -1.5, -0.2], [-0.3, 0.1, 0.3], [0.2, 0.1, -0.4], [0.1, -0.3, -0.1], [-0.3, 0.9, 0.5], [-0.2, 0.3, 0.1], [0.2, -0.2, 0.2], [-0.1, 0.8, 0.5], [0.3, -0.4, 0.2], [-0.1, 0.0, -0.1], [-1.0, 0.4, 0.9], [1.3, 1.5, -2.6], [2.4, -1.1, 0.0], [-1.1, -0.7, -1.7], [0.2, -1.6, -0.6], [-0.9, 1.3, 0.8], [-0.3, 0.2, 2.1], [-0.2, 0.0, -0.1], [-0.2, 0.2, 0.4], [-0.5, -0.4, 0.2], [0.4, -0.2, -0.1], [0.0, -0.3, 0.0], [0.2, -0.3, 0.1], [-0.1, 0.9, -0.1], [0.0, -0.1, -0.4], [0.2, -0.2, 0.7], [-0.5, 0.4, 0.3], [-0.2, 0.9, 0.8], [0.8, -0.6, 0.6], [0.2, -0.6, -0.7], [-1.3, -1.2, -1.3], [0.0, -0.3, 1.0], [0.5, 0.9, 1.0], [2.5, -1.4, -1.1], [-2.1, 1.7, 0.8], [0.1, 0.1, -0.4], [0.3, 0.1, -0.3], [-0.1, -0.4, 0.4], [0.0, 0.2, -0.4], [-0.6, 0.4, -0.9], [-0.5, 0.3, 0.0], [0.3, 0.1, 0.1], [-0.2, -0.2, -0.1], [0.3, 0.0, 0.5], [-0.7, 0.1, 0.1], [-0.5, 0.3, -0.1], [-0.2, -0.7, -1.6], [0.5, -0.2, -0.9], [-0.5, 0.9, 1.2], [0.7, -0.6, 0.4], [0.7, 0.1, -0.1], [-0.4, -0.5, 0.9], [0.6, -0.1, 0.6], [0.5, -0.2, -0.5], [-0.4, 0.0, 0.3], [-0.1, 0.5, -0.1], [-0.5, 0.4, 0.1], [0.1, 0.1, 0.0], [0.2, -0.2, -0.5], [0.2, 0.3, 0.2], [-0.2, -0.1, -0.1], [0.7, -0.2, 0.4], [-2.8, 0.7, 1.2], [0.4, -0.2, -0.2], [-0.4, 1.8, -1.5], [-0.5, -1.6, -0.7], [1.1, 0.2, 0.2], [1.9, 0.4, 1.6], [-1.4, -0.6, 0.1], [-0.2, 0.1, -0.2], [0.5, -0.5, -0.8], [0.4, -0.4, 0.1], [-0.4, -0.1, -0.2], [0.1, 0.3, 0.1], [-0.3, -0.1, 0.1], [0.5, 0.0, 0.0], [0.1, 0.0, 0.0], [0.2, 0.3, -0.2], [0.4, -0.2, 0.4], [-0.2, 2.0, -0.4], [2.7, 0.2, 0.5], [-2.2, -1.4, -1.9], [-0.7, -1.0, 1.7], [0.6, 0.5, 0.3], [0.2, -0.1, -0.5], [-0.3, -0.4, 1.2], [0.0, 0.2, -0.1], [-0.3, 0.1, -0.4], [0.0, 0.0, -0.1], [-0.2, -0.2, 0.0], [-0.2, -0.4, 0.2], [0.1, 0.0, 0.1], [-0.4, 0.5, -0.7], [-0.1, -0.2, 0.0], [0.8, 0.3, -0.3], [-0.2, 0.8, -0.8], [0.0, -1.3, 0.9], [-0.5, 1.6, -1.4], [0.1, 0.0, 1.3], [-1.4, 0.4, -0.1], [2.1, -0.8, 0.2], [1.2, -0.8, 0.0], [-0.3, 0.6, -0.1], [-0.1, -0.5, 0.0], [-0.5, -0.3, 0.1], [0.3, 0.2, 0.3], [-0.1, -0.1, -0.3], [-0.6, 0.0, -0.1], [-0.8, 0.7, 0.0], [0.5, -0.2, 0.1], [0.2, -0.1, -0.2], [0.3, -0.2, 0.1], [0.3, 0.6, 0.7], [1.2, 0.7, -1.0], [-1.2, 1.0, -1.1], [-1.2, -1.4, -1.5], [0.0, 2.8, 3.1], [-0.6, -1.7, -1.9], [0.3, -2.4, 2.8], [-0.8, 0.3, 0.6], [0.0, 0.0, -0.5], [0.7, -0.6, -0.1], [0.2, -0.2, -1.0], [-0.4, -0.2, 0.3], [0.1, 0.7, 0.0], [0.1, 0.2, 0.5], [0.3, 0.3, -0.4], [0.7, 0.1, 0.0], [0.2, -0.2, -0.5], [0.4, 0.5, 0.5], [1.3, -3.3, -0.7], [0.6, 0.1, -0.5], [-1.8, -0.4, -1.3], [0.1, 2.9, -1.2], [0.8, -0.3, 1.3], [-1.1, -0.2, 0.4], [0.2, -0.2, -0.1], [-0.2, 0.4, 0.5], [0.2, -0.3, -0.1], [-0.5, 1.0, -0.3], [0.1, 0.1, -0.2], [-0.3, 0.1, 0.1], [-0.3, -0.4, 0.1], [0.1, 0.1, 0.1], [0.2, -0.7, 0.7], [0.2, 0.7, 0.8], [0.1, -0.5, -1.5], [-0.2, 0.7, 0.0], [-1.0, 0.7, -0.4], [0.0, 0.0, -0.2], [-0.7, -1.4, -1.2], [0.2, 0.7, 0.2], [1.1, 0.2, 1.3], [0.7, -0.1, -0.2], [0.2, 0.2, -0.1], [0.0, 0.3, 0.9], [0.0, 0.1, 0.4], [0.0, -0.1, 0.0], [0.1, -0.2, 0.0], [-0.1, -0.1, -0.2], [-0.5, -0.2, 0.7], [0.1, -0.1, 0.1], [0.1, -0.2, 0.0], [-0.3, 0.7, 0.1], [-0.3, -0.1, -1.2], [1.3, -0.1, -1.2], [-2.4, 0.2, 1.6], [1.0, -1.8, 0.5], [-1.9, -0.8, 0.4], [0.0, 1.6, -1.2], [0.3, -0.8, 0.7], [-0.1, 0.1, 0.3], [-0.1, 0.1, -0.3], [0.4, -0.5, -0.4], [1.1, 0.2, 0.4], [-0.2, 0.6, 0.6], [1.3, 0.0, -0.1], [0.0, 0.4, -0.1], [-0.3, 0.2, -0.2], [0.2, -0.1, 0.1], [1.1, 0.1, -0.8], [-0.8, 1.8, 1.9], [1.3, -1.4, -2.5], [0.6, 0.2, -0.9], [-1.4, 0.0, 2.5], [-0.1, 0.0, 0.2], [-0.1, 0.3, 0.1], [-0.2, 0.0, 0.0], [-0.3, -0.6, 0.0], [-0.1, -0.3, -0.4]]
}



Entry 2:
{
  "formula": "C37H21Cl5F3N7O11S2W",
  "method": "the ωB97M-V functional and the def2-TZVPD basis",
  "relative_energy_kcal_mol": 12.0,
  "charge": 0,
  "spin_multiplicity": 1,
  "symbols": ["W", "O", "C", "O", "C", "C", "Cl", "N", "N", "C", "C", "O", "O", "C", "C", "C", "C", "C", "C", "H", "H", "H", "H", "H", "H", "O", "C", "C", "C", "C", "C", "C", "C", "N", "C", "C", "N", "H", "H", "H", "H", "H", "H", "H", "Cl", "C", "C", "Cl", "C", "Cl", "C", "O", "C", "O", "C", "Cl", "F", "C", "F", "F", "C", "O", "O", "N", "C", "C", "C", "C", "C", "C", "S", "O", "O", "N", "C", "S", "C", "C", "N", "H", "H", "H", "H", "H", "H", "H", "H"],
  "coordinates": [[0.4360, -0.3436, 0.1402], [3.4559, -4.1665, -4.0867], [2.6320, -3.7003, -5.0175], [2.6034, -4.1770, -6.1205], [1.7378, -2.5550, -4.6556], [0.8875, -1.9534, -5.5642], [0.5519, -2.3405, -7.1779], [0.2348, -0.9499, -4.9307], [0.5852, -0.8733, -3.6478], [1.4851, -1.8226, -3.4589], [2.0794, -1.9725, -2.1151], [3.0363, -2.6952, -1.9127], [1.5467, -1.2918, -1.1182], [-0.7498, -0.0456, -5.4470], [-1.9019, 0.1496, -4.7068], [-2.8529, 1.0421, -5.1710], [-2.6444, 1.7276, -6.3588], [-1.4751, 1.5314, -7.0799], [-0.5133, 0.6439, -6.6237], [3.3978, -3.6494, -3.2518], [-2.0266, -0.3709, -3.7680], [-3.7531, 1.2079, -4.5943], [-3.3878, 2.4272, -6.7177], [-1.3011, 2.0789, -7.9964], [0.4097, 0.5034, -7.1682], [-0.8103, 0.8660, 0.8543], [-0.9952, 2.1937, 0.7238], [-2.2889, 2.6883, 0.6691], [-2.4897, 4.0508, 0.5513], [-1.4059, 4.9194, 0.4824], [-0.1195, 4.4192, 0.5419], [0.1045, 3.0500, 0.6722], [1.4566, 2.5225, 0.7788], [1.8834, 1.3000, 0.4676], [3.2414, 1.2595, 0.7197], [3.6300, 2.4643, 1.1906], [2.4978, 3.2446, 1.2185], [-3.1143, 1.9910, 0.7137], [-3.4978, 4.4398, 0.5007], [-1.5663, 5.9826, 0.3704], [0.7215, 5.0960, 0.4545], [3.8299, 0.3789, 0.5337], [4.5894, 2.8281, 1.5085], [2.4126, 4.1528, 1.6420], [-5.3809, -3.8486, -0.4840], [-3.9182, -3.1761, 0.1178], [-3.5827, -3.3362, 1.4717], [-4.6400, -4.1882, 2.5268], [-2.3963, -2.8113, 1.9723], [-1.9103, -2.9854, 3.6081], [-1.5708, -2.1252, 1.0947], [-0.3855, -1.5984, 1.3830], [-1.9211, -1.9200, -0.2299], [-1.0087, -1.2159, -0.8942], [-3.0851, -2.4723, -0.7484], [-3.4576, -2.2609, -2.4093], [2.2167, 1.9119, -4.0602], [1.9876, 1.8290, -2.7532], [2.8150, 0.8981, -2.2524], [2.3378, 3.0057, -2.1914], [0.4830, 1.5863, -2.4658], [-0.3009, 2.1252, -3.1944], [0.1797, 0.9567, -1.3705], [-2.4915, -1.6982, 7.9193], [-1.6572, -1.0317, 7.0419], [-0.2694, -1.0881, 7.1979], [0.5622, -0.3911, 6.3414], [0.0162, 0.3704, 5.3183], [-1.3627, 0.4416, 5.1557], [-2.1930, -0.2505, 6.0113], [1.0554, 1.1902, 4.1700], [0.3986, 2.4027, 3.7557], [2.3810, 1.2699, 4.7389], [1.0463, 0.2153, 2.8835], [2.0140, -0.6297, 2.6265], [3.3992, -1.1241, 3.5451], [3.8879, -2.1561, 2.2323], [3.0565, -2.0516, 1.1854], [2.0054, -1.1751, 1.3971], [-2.0901, -2.4552, 8.4452], [-3.4342, -1.8663, 7.6128], [0.1543, -1.6778, 8.0019], [1.6363, -0.4286, 6.4652], [-1.7759, 1.0416, 4.3550], [-3.2677, -0.1960, 5.8856], [4.7666, -2.7737, 2.3049], [3.1471, -2.5642, 0.2440]],
  "forces_ev_per_angstrom": [[0.3, -0.3, -0.2], [0.0, 0.0, 0.1], [0.0, 0.0, 0.0], [0.0, 0.0, 0.0], [0.0, 0.0, 0.1], [0.0, 0.0, 0.0], [0.0, 0.0, 0.0], [0.0, 0.0, 0.0], [0.0, 0.0, 0.0], [-0.1, 0.0, 0.0], [0.1, 0.0, 0.0], [0.0, -0.1, -0.1], [0.1, 0.1, -0.1], [0.0, 0.0, 0.0], [0.0, 0.0, 0.0], [0.0, 0.0, 0.0], [0.0, 0.0, 0.0], [0.0, 0.0, 0.0], [0.0, 0.1, 0.0], [0.0, 0.0, 0.0], [0.0, 0.0, 0.0], [0.0, 0.0, 0.0], [0.0, 0.0, 0.0], [0.0, 0.0, 0.0], [0.0, 0.0, 0.0], [-0.1, 0.1, 0.4], [0.0, 0.0, 0.0], [0.0, 0.0, 0.0], [0.0, 0.0, 0.0], [0.0, 0.0, 0.0], [0.0, 0.0, 0.0], [0.0, 0.0, 0.0], [0.0, 0.1, -0.1], [-0.1, -0.1, 0.2], [0.0, 0.0, -0.1], [0.0, 0.0, 0.0], [0.0, 0.0, 0.0], [0.0, 0.0, 0.0], [0.0, 0.0, 0.0], [0.0, 0.0, 0.0], [0.0, 0.0, 0.0], [0.0, 0.0, 0.0], [0.0, 0.0, 0.0], [0.0, 0.0, 0.0], [0.0, 0.0, 0.0], [0.0, 0.0, 0.0], [0.0, 0.0, 0.0], [0.0, 0.0, 0.0], [0.1, -0.1, 0.0], [0.0, 0.0, 0.0], [-0.2, 0.2, 0.0], [0.0, 0.1, -0.2], [0.1, -0.1, -0.1], [-0.2, 0.0, -0.1], [-0.1, 0.1, 0.1], [0.0, 0.0, 0.0], [0.0, 0.0, 0.0], [0.0, -0.1, 0.0], [-0.1, 0.0, 0.0], [0.0, 0.0, 0.0], [-0.1, 0.2, 0.1], [0.0, 0.0, 0.0], [0.0, -0.4, 0.0], [0.0, 0.0, 0.0], [0.0, 0.0, 0.0], [0.0, 0.0, 0.0], [0.0, 0.0, 0.0], [-0.1, 0.0, 0.0], [0.0, 0.0, 0.0], [0.0, 0.0, 0.0], [-0.1, -0.1, 0.0], [0.0, 0.0, 0.0], [0.0, 0.0, 0.0], [0.2, 0.1, 0.2], [0.0, 0.2, -0.1], [0.0, -0.1, 0.0], [0.0, 0.0, 0.0], [0.0, -0.1, 0.0], [-0.1, 0.3, 0.1], [0.0, 0.0, 0.0], [0.0, 0.0, 0.0], [0.0, 0.0, 0.0], [0.0, 0.0, 0.0], [0.0, 0.0, 0.0], [0.0, 0.0, 0.0], [0.0, 0.0, 0.0], [0.0, 0.0, 0.0]]
}



no.,E (Ha),E_HOMO (eV)
1,-8593.14980,-8.09
2,-6097.77312,-8.17